one | Computed, not measured: an isolated molecule of C5H9N2P, with ωB97M-V/def2-TZVPD.

Each line ends with the Mulliken charge.
CARTESIAN COORDINATES (ANGSTROEM)
1 C 1.78 -0.98 -0.35  -1.09
2 C 0.81 -1.08 0.77  -0.48
3 C -0.61 -0.59 0.38  0.59
4 P -2.07 -1.46 0.45  -0.15
5 N -2.81 -0.11 -0.27  -0.05
6 N -2.08 0.97 -0.39  -0.62
7 C -0.83 0.75 -0.03  0.29
8 C 0.18 1.85 -0.06  -1.06
9 H 1.48 -1.48 -1.25  0.37
10 H 2.84 -1.43 -0.33  0.29
11 H 1.95 -0.01 -0.83  0.28
12 H 1.14 -0.44 1.51  0.29
13 H 0.81 -2.21 1.08  0.27
14 H -3.78 -0.17 -0.69  0.25
15 H 1.15 1.40 -0.13  0.28
16 H 0.09 2.48 0.99  0.20
17 H -0.05 2.52 -0.87  0.34

Properties
HOMO energy: -8.82 eV
Molar mass: 128.1 g/mol
SMILES: CCc1p[nH]nc1C
Total charge: 0
LUMO level: 0.9 eV

two | Computed, not measured: an isolated molecule of C5H9N2P, with ωB97M-V/def2-TZVPD.

Each line ends with the Mulliken charge.
CARTESIAN COORDINATES (ANGSTROEM)
1 C -0.70 1.95 -2.16  -0.98
2 P -0.10 1.58 -0.37  0.16
3 N -0.44 -0.15 -0.56  -0.68
4 N -0.15 -0.94 0.61  0.42
5 C 0.82 -1.82 0.85  -0.19
6 C 0.82 -2.18 2.17  -0.78
7 C -0.23 -1.47 2.76  -0.35
8 C -0.83 -0.72 1.76  -0.39
9 H -1.62 2.34 -2.45  0.36
10 H -0.43 1.04 -2.75  0.28
11 H 0.08 2.74 -2.34  0.30
12 H 1.13 1.61 -1.05  0.03
13 H -1.47 -0.18 -0.70  0.31
14 H 1.39 -2.29 0.09  0.41
15 H 1.58 -2.62 2.66  0.47
16 H -0.54 -1.45 3.81  0.37
17 H -1.79 -0.10 1.77  0.26

Properties
HOMO energy: -8.20 eV
Molar mass: 128.1 g/mol
SMILES: CPNn1cccc1
Total charge: 0
LUMO level: 0.9 eV

Bottom line: one, by a margin of 29.9 kcal/mol.

one | Computed, not measured: the ion C3HO3S with charge -1, with ωB97M-V/def2-TZVPD.

Each line ends with the Mulliken charge.
CARTESIAN COORDINATES (ANGSTROEM)
1 O 0.39 0.61 2.63  -0.49
2 C 0.57 0.24 1.50  0.78
3 C 1.20 0.02 0.34  -0.65
4 S 0.82 0.41 -1.28  -0.42
5 C -1.33 -0.02 -1.19  0.62
6 O -2.08 0.87 -0.94  -0.55
7 O -1.22 -1.19 -1.28  -0.50
8 H 1.65 -0.94 0.22  0.20

Properties
HOMO energy: -3.04 eV
Molar mass: 117.1 g/mol
SMILES: O=C=CSC(=O)[O-]
Total charge: -1
LUMO level: 3.7 eV

two | Computed, not measured: the ion C3HO3S with charge -1, with ωB97M-V/def2-TZVPD.

Each line ends with the Mulliken charge.
CARTESIAN COORDINATES (ANGSTROEM)
1 O -0.79 3.52 1.15  -0.59
2 C -0.27 2.54 0.65  0.51
3 S 1.37 2.58 0.01  -0.03
4 O 1.54 1.03 -0.37  -0.43
5 C -0.02 0.27 -0.04  -0.42
6 C -0.89 1.16 0.50  0.34
7 O -2.08 1.00 0.85  -0.77
8 H 0.14 -0.76 -0.20  0.39

Properties
HOMO energy: -3.58 eV
Molar mass: 117.1 g/mol
SMILES: O=c1socc1[O-]
Total charge: -1
LUMO level: 3.6 eV

Bottom line: one, by a margin of 27.7 kcal/mol.

one | Computed, not measured: a structure of composition H14LiO7, with ωB97M-V/def2-TZVPD.

Each line ends with the Mulliken charge.
CARTESIAN COORDINATES (ANGSTROEM)
1 Li 0.04 -0.07 0.31  0.89
2 O 1.82 -0.91 -0.83  -0.57
3 H 1.31 -1.50 -1.28  0.29
4 H 1.97 -0.30 -1.48  0.30
5 O -1.05 -0.32 -1.36  -0.55
6 H -0.61 -0.89 -1.87  0.25
7 H -1.96 -0.57 -1.37  0.27
8 O -0.97 1.96 -2.91  -0.63
9 H -0.52 1.54 -3.59  0.27
10 H -0.97 1.30 -2.12  0.42
11 O -1.99 0.20 1.54  -0.51
12 H -2.73 -0.16 1.09  0.26
13 H -2.33 0.38 2.39  0.25
14 O 1.25 0.07 2.48  -0.55
15 H 0.97 0.63 3.04  0.23
16 H 2.28 0.10 2.43  0.33
17 O 0.11 -2.22 1.10  -0.58
18 H 0.81 -2.23 1.86  0.32
19 H -0.08 -3.17 0.99  0.28
20 O 0.57 1.82 -0.23  -0.53
21 H 1.37 1.94 -0.73  0.28
22 H 0.68 2.40 0.54  0.28

Properties
HOMO energy: -13.81 eV
Molar mass: 133.0 g/mol
Total charge: +1
LUMO level: -3.4 eV

two | Computed, not measured: a structure of composition H14LiO7, with ωB97M-V/def2-TZVPD.

Each line ends with the Mulliken charge.
CARTESIAN COORDINATES (ANGSTROEM)
1 Li 0.45 -0.27 -0.02  0.78
2 O -0.63 0.83 -1.46  -0.48
3 H -0.77 1.75 -1.60  0.27
4 H -0.35 0.46 -2.30  0.26
5 O 1.39 -1.45 -1.33  -0.55
6 H 1.92 -2.23 -1.12  0.28
7 H 1.78 -1.05 -2.09  0.29
8 O 1.17 -1.30 1.87  -0.61
9 H 2.07 -1.33 1.51  0.32
10 H 1.19 -0.67 2.55  0.31
11 O -1.40 -1.63 0.27  -0.55
12 H -2.16 -2.21 0.17  0.25
13 H -1.39 -1.57 1.20  0.30
14 O 2.02 1.17 -0.20  -0.51
15 H 1.77 2.07 -0.24  0.28
16 H 2.84 1.24 0.29  0.28
17 O -0.33 1.22 1.71  -0.58
18 H 0.54 1.66 1.81  0.32
19 H -0.87 1.80 1.23  0.29
20 O -3.24 0.60 -0.38  -0.62
21 H -2.43 0.12 -0.61  0.36
22 H -3.57 0.78 -1.25  0.30

Properties
HOMO energy: -13.99 eV
Molar mass: 133.0 g/mol
Total charge: +1
LUMO level: -3.6 eV

Bottom line: two, by a margin of 32.4 kcal/mol.

one | Computed, not measured: a cluster of 2 separate species, C5H14N2O in total, with ωB97M-V/def2-TZVPD.

Each line ends with the Mulliken charge.
CARTESIAN COORDINATES (ANGSTROEM)
1 C -1.15 -0.02 -0.62  -0.62
2 C 0.33 -0.35 -0.72  -0.67
3 C 1.15 0.87 -1.08  0.12
4 C 0.92 1.70 -2.09  -0.87
5 C 1.62 1.74 1.20  -0.64
6 N 1.99 1.33 -0.02  -0.07
7 N -1.93 -1.02 0.13  -0.20
8 H -1.62 0.19 -1.58  0.34
9 H -1.15 0.99 -0.19  0.38
10 H 0.71 -0.92 0.15  0.39
11 H 0.68 -1.20 -1.34  0.44
12 H 0.26 1.55 -2.94  0.23
13 H 1.58 2.53 -2.33  0.30
14 H 0.63 1.68 1.64  0.25
15 H 2.37 2.04 1.92  0.28
16 H 2.95 1.45 -0.25  0.25
17 H -1.62 -1.13 1.11  0.38
18 H -1.85 -1.92 -0.35  0.36
19 H -2.94 -0.94 0.03  0.36
20 H -1.45 -2.80 3.06  0.30
21 H -0.39 -3.22 2.06  0.31
22 O -1.09 -2.55 2.20  -0.62

Properties
HOMO energy (spin up / spin down): -8.90 / -12.76 eV
Molar mass: 118.2 g/mol
2S+1: 2
Total charge: +1
LUMO level (spin up / spin down): -3.4 / -3.4 eV

two | Computed, not measured: a cluster of 2 separate species, C5H14N2O in total, with ωB97M-V/def2-TZVPD.

Each line ends with the Mulliken charge.
CARTESIAN COORDINATES (ANGSTROEM)
1 C 0.25 -1.66 -1.26  -0.87
2 C 0.66 -2.01 0.17  -0.54
3 C 0.47 -0.87 1.18  -0.37
4 C 1.45 0.27 1.02  -0.71
5 N -0.54 2.56 0.50  -0.33
6 C 0.32 2.03 -0.36  0.21
7 N 1.19 1.15 -0.05  -0.10
8 H 0.43 -0.61 -1.53  0.16
9 H 0.84 -2.23 -1.96  0.32
10 H -0.80 -1.86 -1.45  0.30
11 H 0.07 -2.85 0.56  0.33
12 H 1.69 -2.39 0.20  0.35
13 H 0.61 -1.28 2.18  0.36
14 H -0.58 -0.56 1.15  0.24
15 H 2.45 -0.16 0.88  0.37
16 H 1.59 0.84 1.96  0.37
17 H -0.28 2.56 1.50  0.26
18 H -1.03 3.39 0.20  0.29
19 H 0.26 2.37 -1.39  0.38
20 H -2.57 0.80 -0.63  0.28
21 H -3.63 -0.02 -1.35  0.33
22 O -2.84 0.52 -1.52  -0.61

Properties
HOMO energy (spin up / spin down): -14.74 / -14.74 eV
Molar mass: 118.2 g/mol
2S+1: 2
Total charge: +1
LUMO level (spin up / spin down): -3.6 / -7.5 eV

Bottom line: two, by a margin of 17.3 kcal/mol.

one | Computed, not measured: a cluster of 2 separate species, CH4NOS2 in total, with ωB97M-V/def2-TZVPD.

Each line ends with the Mulliken charge.
CARTESIAN COORDINATES (ANGSTROEM)
1 C 0.10 -0.52 -0.80  0.65
2 N -0.25 0.44 1.10  -0.68
3 O -0.66 0.18 -1.53  -0.42
4 S 0.06 -2.20 -0.45  0.04
5 S 1.76 -0.94 -0.65  0.00
6 H -1.13 0.42 1.61  0.28
7 H -0.05 1.39 0.91  0.30
8 H 0.54 0.06 1.71  0.35
9 H -0.35 1.16 -1.90  0.48

Properties
HOMO energy: -13.93 eV
Molar mass: 110.2 g/mol
Total charge: +1
LUMO level: -5.4 eV

two | Computed, not measured: a structure of composition CH4NOS2, with ωB97M-V/def2-TZVPD.

Each line ends with the Mulliken charge.
CARTESIAN COORDINATES (ANGSTROEM)
1 C 0.54 0.13 -0.47  0.50
2 N -0.59 -0.36 1.04  -0.54
3 O 0.19 -0.71 -1.33  -0.38
4 S 2.19 0.65 -0.09  0.02
5 S 0.45 1.92 -0.61  -0.04
6 H -1.43 -0.12 0.56  0.35
7 H -0.57 0.22 1.84  0.32
8 H -0.56 -1.33 1.28  0.32
9 H -0.22 -0.42 -2.21  0.45

Properties
HOMO energy: -13.79 eV
Molar mass: 110.2 g/mol
Total charge: +1
LUMO level: -5.6 eV

three | Computed, not measured: the ion CH4NOS2 with charge +1, with ωB97M-V/def2-TZVPD.

Each line ends with the Mulliken charge.
CARTESIAN COORDINATES (ANGSTROEM)
1 N -0.61 -0.71 -0.64  -0.31
2 C 0.54 -0.17 -0.35  0.63
3 O 1.42 -0.39 -1.28  -0.40
4 S 0.93 0.83 1.14  0.05
5 S -0.65 0.84 2.43  -0.14
6 H -1.24 -1.11 0.06  0.27
7 H -0.84 -1.14 -1.51  0.27
8 H 2.05 0.30 -1.49  0.38
9 H -1.59 1.55 1.63  0.25

Properties
HOMO energy: -14.45 eV
Molar mass: 110.2 g/mol
SMILES: [NH2+]=C(O)SS
Total charge: +1
LUMO level: -4.6 eV

Bottom line: three, by a margin of 38.0 kcal/mol.

one | Computed, not measured: the ion C4H8N with charge +1, with ωB97M-V/def2-TZVPD.

Each line ends with the Mulliken charge.
CARTESIAN COORDINATES (ANGSTROEM)
1 C 0.72 1.44 -1.24  -0.55
2 C -0.35 0.65 -1.33  -0.13
3 N -0.01 -0.58 -0.22  -0.24
4 C 0.31 -0.37 1.45  -0.35
5 C -0.84 -1.11 0.89  -0.27
6 H 0.78 2.44 -1.42  0.33
7 H 1.44 1.09 -0.53  0.30
8 H -1.11 0.68 -2.12  0.38
9 H 0.42 -1.42 -0.84  0.34
10 H 0.26 0.65 1.65  0.33
11 H 1.13 -0.82 1.81  0.29
12 H -1.63 -0.42 1.03  0.25
13 H -1.12 -2.22 0.87  0.31

Properties
HOMO energy: -15.24 eV
Molar mass: 70.1 g/mol
SMILES: C=C[NH+]1CC1
Total charge: +1
LUMO level: -4.2 eV

two | Computed, not measured: the ion C4H8N with charge +1, with ωB97M-V/def2-TZVPD.

Each line ends with the Mulliken charge.
CARTESIAN COORDINATES (ANGSTROEM)
1 C 1.03 -0.53 2.39  -0.66
2 C 0.18 0.01 1.49  -0.29
3 C 0.16 -0.13 0.06  0.44
4 N -0.62 0.55 -0.74  -0.09
5 C -0.58 0.25 -2.18  -0.69
6 H 1.62 -1.44 2.20  0.29
7 H 0.92 -0.32 3.47  0.29
8 H -0.48 0.81 1.64  0.29
9 H 0.90 -0.85 -0.39  0.25
10 H -1.22 1.24 -0.30  0.27
11 H 0.14 -0.54 -2.39  0.27
12 H -1.63 -0.04 -2.29  0.32
13 H -0.43 0.98 -2.97  0.30

Properties
HOMO energy: -15.21 eV
Molar mass: 70.1 g/mol
SMILES: C=C/C=[NH+]/C
Total charge: +1
LUMO level: -5.5 eV

Bottom line: two, by a margin of 68.4 kcal/mol.

one | Computed, not measured: a cluster of 2 separate species, C4H8N in total, with ωB97M-V/def2-TZVPD.

Each line ends with the Mulliken charge.
CARTESIAN COORDINATES (ANGSTROEM)
1 C -0.35 0.75 2.18  -0.62
2 C 1.42 -0.06 -0.83  -0.10
3 C -0.92 -0.18 -1.04  -0.84
4 C -1.52 0.59 2.29  -0.35
5 N 0.26 0.21 -0.47  0.05
6 H 0.11 0.90 0.22  0.24
7 H 2.12 0.60 -0.38  0.27
8 H 1.67 -0.62 -1.64  0.30
9 H -1.47 -0.66 -0.26  0.34
10 H -1.48 0.74 -1.14  0.38
11 H -0.82 -0.81 -1.89  0.32
12 H 0.61 1.03 1.97  0.56
13 H -2.41 0.13 2.45  0.46

Properties
HOMO energy: -15.23 eV
Molar mass: 70.1 g/mol
Total charge: +1
LUMO level: -5.2 eV

two | Computed, not measured: a cluster of 2 separate species, C4H8N in total, with ωB97M-V/def2-TZVPD.

Each line ends with the Mulliken charge.
CARTESIAN COORDINATES (ANGSTROEM)
1 C -0.62 -1.97 1.58  -0.49
2 C 0.65 -1.17 1.69  -0.01
3 C -0.33 -1.41 0.18  -0.05
4 C 0.47 -0.45 0.52  -0.28
5 N -0.53 2.53 -1.29  -0.72
6 H -0.52 -3.00 1.83  0.30
7 H -1.52 -1.55 1.98  0.28
8 H 1.51 -1.33 2.34  0.36
9 H -0.68 -1.71 -0.84  0.37
10 H 0.96 0.35 0.07  0.50
11 H -1.51 2.45 -0.83  0.25
12 H -0.54 3.08 -2.15  0.25
13 H -0.07 3.19 -0.68  0.24

Properties
HOMO energy: -13.65 eV
Molar mass: 70.1 g/mol
Total charge: +1
LUMO level: -6.1 eV

Bottom line: two, by a margin of 6.2 kcal/mol.

one | Computed, not measured: a cluster of 2 separate species, C3H7P in total, with ωB97M-V/def2-TZVPD.

Each line ends with the Mulliken charge.
CARTESIAN COORDINATES (ANGSTROEM)
1 C 0.49 0.12 0.10  0.28
2 C -0.72 -1.61 0.25  -0.88
3 C -0.33 1.18 -0.45  -1.01
4 P 2.00 -0.01 0.68  -0.18
5 H -1.72 -1.22 0.60  0.26
6 H -0.69 -1.76 -0.82  0.32
7 H -0.20 -2.44 0.87  0.30
8 H -1.33 1.03 -0.20  0.32
9 H -0.02 1.43 -1.49  0.29
10 H 0.06 2.05 0.09  0.34
11 H 2.48 1.23 0.36  -0.03

Properties
HOMO energy: -9.20 eV
Molar mass: 74.1 g/mol
Total charge: 0
LUMO level: 0.8 eV

two | Computed, not measured: an isolated molecule of C3H7P, with ωB97M-V/def2-TZVPD.

Each line ends with the Mulliken charge.
CARTESIAN COORDINATES (ANGSTROEM)
1 C 1.22 -0.70 -0.02  -1.07
2 C -0.11 0.09 -0.63  -0.05
3 C -0.83 1.11 0.18  -0.72
4 P -1.77 -0.46 -0.06  -0.04
5 H 1.08 -0.84 1.05  0.33
6 H 2.08 -0.07 -0.21  0.30
7 H 1.32 -1.65 -0.53  0.30
8 H 0.00 0.27 -1.69  0.41
9 H -0.48 1.35 1.17  0.28
10 H -1.22 1.97 -0.36  0.30
11 H -1.30 -1.06 1.11  -0.02

Properties
HOMO energy: -9.41 eV
Molar mass: 74.1 g/mol
SMILES: C[C@@H]1CP1
Total charge: 0
LUMO level: 1.2 eV

Bottom line: two, by a margin of 56.8 kcal/mol.

one | Computed, not measured: an isolated molecule of C3H7P, with ωB97M-V/def2-TZVPD.

Each line ends with the Mulliken charge.
CARTESIAN COORDINATES (ANGSTROEM)
1 C -0.28 1.26 -1.07  -0.69
2 P 0.19 -0.23 -0.45  0.37
3 C -1.07 -1.38 -0.31  -0.75
4 C 0.96 0.20 1.20  -0.94
5 H -0.78 1.17 -2.08  0.24
6 H 0.46 1.98 -1.05  0.28
7 H -1.48 -1.64 -1.23  0.29
8 H -1.06 -2.03 0.54  0.27
9 H -0.01 0.28 1.68  0.29
10 H 1.54 1.12 1.35  0.35
11 H 1.54 -0.72 1.42  0.30

Properties
HOMO energy (spin up / spin down): -7.44 / -7.52 eV
Molar mass: 74.1 g/mol
SMILES: C=P(=C)C
Total charge: 0
LUMO level (spin up / spin down): -0.3 / -0.3 eV

two | Computed, not measured: a cluster of 2 separate species, C3H7P in total, with ωB97M-V/def2-TZVPD.

Each line ends with the Mulliken charge.
CARTESIAN COORDINATES (ANGSTROEM)
1 C -1.26 2.77 2.03  -0.12
2 P -0.94 4.00 1.09  -0.27
3 H -1.34 1.95 2.70  0.41
4 C -0.74 -0.39 -0.55  -0.75
5 C 0.56 -0.94 -0.10  -0.94
6 H -0.73 0.04 -1.48  0.33
7 H -1.55 -1.08 -0.58  0.31
8 H -1.10 0.52 0.04  0.08
9 H 1.02 -1.77 -0.55  0.36
10 H 0.41 -1.24 0.84  0.31
11 H 1.25 -0.14 -0.09  0.28

Properties
HOMO energy: -10.13 eV
Molar mass: 74.1 g/mol
SMILES: C#P.CC
Total charge: 0
LUMO level: 0.4 eV

Bottom line: two, by a margin of 22.1 kcal/mol.